Computed, not measured: C41H43IrN4OSSb as an isolated structure in a non-equilibrium geometry, with the ωB97M-V functional and the def2-TZVPD basis.

Structure (XYZ):
```
92
Properties=species:S:1:pos:R:3:forces:R:3:mulliken_charge:R:1
Ir 0.604 -0.117 0.655 1.653 0.278 1.133 2.64
C 5.765 -0.041 0.150 0.025 0.017 -0.018 -1.38
C 4.595 -0.881 0.662 -0.007 0.018 0.008 -1.02
C 4.014 -1.793 -0.392 -0.112 -0.124 0.052 0.96
C 4.686 -2.971 -0.701 0.006 -0.003 -0.004 -0.71
C 4.181 -3.859 -1.633 0.028 0.003 -0.008 -1.12
C 2.995 -3.571 -2.288 -0.024 0.035 -0.022 -0.76
C 2.292 -2.401 -2.024 0.065 -0.015 0.039 1.12
C 1.085 -2.051 -2.849 0.037 0.079 -0.089 -0.30
C 1.483 -1.281 -4.110 0.006 -0.020 -0.033 -1.31
C 2.812 -1.532 -1.061 -0.056 0.005 0.136 -0.61
N 2.098 -0.324 -0.726 -0.335 -0.017 -0.814 -0.04
C 2.596 0.796 -1.162 -0.186 -0.053 0.060 0.23
C 2.007 2.006 -0.729 0.012 -0.136 0.059 -0.21
C 2.253 3.351 -0.966 -0.120 -0.149 -0.056 -1.27
C 1.292 4.053 -0.224 -0.025 0.022 -0.055 -0.92
C 0.517 3.109 0.428 0.153 0.007 0.295 -0.04
N 0.954 1.857 0.160 -0.197 -0.169 -0.227 0.14
H 6.174 0.581 0.945 0.009 0.005 0.020 0.41
H 5.466 0.615 -0.667 -0.021 0.013 -0.012 0.28
H 6.565 -0.682 -0.223 0.005 -0.011 -0.011 0.39
H 3.825 -0.227 1.077 0.010 0.007 -0.015 0.05
H 4.953 -1.504 1.486 -0.001 0.013 0.004 0.67
H 5.613 -3.195 -0.186 0.026 -0.004 0.006 0.52
H 4.716 -4.772 -1.857 0.005 -0.024 0.008 0.45
H 2.610 -4.254 -3.035 -0.011 -0.010 -0.008 0.51
H 0.386 -1.452 -2.272 -0.036 0.018 0.032 -0.48
H 0.565 -2.970 -3.127 -0.007 0.005 0.003 0.58
H 1.972 -0.339 -3.856 0.009 0.017 0.014 0.25
H 0.607 -1.048 -4.714 -0.018 0.006 -0.012 0.43
H 2.177 -1.859 -4.723 0.002 -0.008 0.002 0.36
H 3.451 0.769 -1.829 0.032 0.028 0.031 0.80
H 3.013 3.760 -1.610 0.052 0.019 -0.008 0.57
H 1.155 5.119 -0.184 0.005 0.036 0.016 0.50
H -0.326 3.292 1.074 -0.016 0.010 -0.035 -0.03
S -1.018 -1.617 -0.056 0.066 -0.134 -0.024 -0.16
C 0.026 -2.804 0.688 -0.032 0.396 -0.070 0.16
C 0.068 -4.188 0.720 -0.048 0.032 -0.012 -0.94
C 1.135 -4.766 1.382 -0.014 -0.002 0.004 -0.23
C 2.110 -3.974 1.983 0.059 0.066 0.055 -1.08
C 1.998 -2.601 1.909 -0.068 -0.110 0.198 -0.36
N 0.964 -2.048 1.277 -0.062 0.183 -0.065 0.16
H -0.696 -4.771 0.227 -0.011 -0.031 -0.005 0.57
H 1.217 -5.844 1.434 -0.001 -0.022 -0.024 0.43
H 2.953 -4.415 2.493 -0.013 -0.012 0.024 0.45
H 2.708 -1.927 2.367 0.044 -0.008 -0.038 0.78
C -0.709 0.251 5.378 -0.010 -0.055 0.031 -0.84
N -1.027 1.334 4.454 0.133 -0.008 -0.057 0.07
C -1.861 2.463 4.869 -0.077 0.023 0.055 -0.77
C -0.614 1.257 3.208 -0.187 0.119 -0.010 0.61
O 0.057 0.304 2.768 -0.399 -0.339 -0.488 -0.96
H -0.933 0.575 6.389 0.010 -0.010 0.002 0.32
H 0.347 0.000 5.301 -0.011 -0.005 0.003 0.30
H -1.295 -0.639 5.144 -0.004 0.001 0.006 0.30
H -2.000 2.416 5.945 0.021 0.013 -0.008 0.30
H -2.840 2.424 4.389 0.013 0.010 0.006 0.29
H -1.374 3.406 4.629 -0.018 0.003 -0.018 0.33
H -0.904 2.098 2.574 -0.057 -0.070 -0.025 -0.08
C -2.399 4.057 -4.347 0.007 0.005 -0.010 -0.53
C -1.227 3.627 -3.745 -0.004 0.001 -0.021 -0.70
C -1.283 2.890 -2.569 0.083 -0.052 -0.014 -0.03
C -2.508 2.576 -1.992 -0.065 -0.001 0.066 0.05
C -3.681 3.006 -2.607 -0.042 0.044 0.024 -0.29
C -3.627 3.745 -3.778 -0.013 0.002 -0.009 -0.67
Sb -2.560 1.425 -0.203 -0.324 -0.049 0.099 0.72
C -4.007 2.557 0.908 0.007 0.094 -0.183 0.51
C -3.542 3.600 1.707 0.081 0.006 0.064 -0.77
C -4.417 4.412 2.413 -0.026 0.005 0.021 -0.80
C -5.784 4.185 2.333 0.014 0.005 0.009 -0.45
C -6.261 3.152 1.541 -0.011 -0.005 0.018 -0.77
C -5.380 2.346 0.832 -0.060 -0.038 -0.043 -0.11
C -3.876 -0.095 -0.921 0.085 -0.002 -0.020 0.26
C -4.654 -0.834 -0.034 0.044 -0.030 0.083 -0.42
C -5.407 -1.910 -0.479 -0.024 -0.024 -0.001 -0.69
C -5.374 -2.273 -1.819 -0.008 -0.006 -0.002 -0.53
C -4.592 -1.552 -2.708 -0.002 -0.011 0.004 -0.71
C -3.845 -0.470 -2.260 -0.014 0.043 -0.059 -0.45
H -2.358 4.635 -5.261 0.002 0.008 -0.014 0.39
H -0.269 3.865 -4.188 0.019 0.010 -0.003 0.44
H -0.358 2.560 -2.108 -0.003 -0.003 0.003 0.24
H -4.645 2.767 -2.172 -0.001 0.000 0.011 0.39
H -4.542 4.079 -4.248 -0.013 0.003 -0.006 0.41
H -2.477 3.806 1.776 0.002 0.003 -0.031 0.48
H -4.035 5.224 3.018 0.005 0.016 0.005 0.44
H -6.472 4.815 2.879 -0.009 0.008 0.009 0.40
H -7.326 2.974 1.468 -0.015 0.000 -0.002 0.42
H -5.777 1.553 0.210 0.010 0.005 -0.007 0.41
H -4.673 -0.580 1.021 -0.016 0.020 0.005 0.43
H -6.018 -2.467 0.219 0.004 -0.011 0.007 0.42
H -5.955 -3.116 -2.167 -0.018 0.002 -0.005 0.41
H -4.564 -1.829 -3.754 0.006 -0.003 -0.020 0.43
H -3.241 0.086 -2.969 -0.003 0.015 -0.003 0.41
```
Positions in Å, forces in eV/Å.

As for the spin multiplicity: 1. The energy above the lowest of the compared OMol25 structures with the same formula, charge and spin comes out at 54.3 kcal/mol. The electronic energy comes out at -2624.9778 hartree. As for the total charge: +1. The lowest unoccupied orbital energy is -0.1363 Ha.

=====

Computed, not measured: C41H44AlN7O4S3 as an isolated structure in a non-equilibrium geometry, with the ωB97M-V functional and the def2-TZVPD basis.

Structure (XYZ):
```
100
Properties=species:S:1:pos:R:3:forces:R:3:mulliken_charge:R:1
Al -16.570 -1.042 -10.038 -0.109 -0.304 1.087 -1.23
S -21.293 -0.867 -7.991 1.873 -0.573 0.535 -0.16
C -21.365 0.826 -7.883 0.117 0.515 -0.779 1.04
C -22.511 1.546 -7.610 -0.977 -0.369 1.039 -0.82
C -22.427 2.920 -7.639 -1.505 0.460 -0.518 -0.47
C -21.294 3.562 -8.103 0.614 0.126 -0.297 -0.84
C -20.134 2.837 -8.338 0.557 -0.773 0.036 0.04
C -20.124 1.427 -8.220 -1.480 0.687 0.041 -0.63
N -19.075 0.527 -8.386 -0.207 -0.440 0.792 0.03
C -19.468 -0.684 -8.103 -1.152 2.173 -0.962 -0.34
C -18.598 -1.797 -7.860 -1.319 -0.921 -0.170 2.50
C -19.140 -2.661 -6.922 0.444 -1.757 0.064 -0.95
C -18.519 -3.905 -6.694 -1.580 0.719 1.362 -1.11
C -17.451 -4.247 -7.448 1.099 -0.780 -0.998 -0.75
C -16.955 -3.390 -8.421 -0.309 0.738 0.418 -0.51
C -17.498 -2.114 -8.644 1.340 -0.579 -0.608 -0.37
H -23.443 1.020 -7.263 1.038 0.668 -0.545 0.36
H -23.323 3.526 -7.444 0.455 -0.387 0.036 0.37
H -21.360 4.627 -8.344 0.333 -0.301 0.452 0.41
H -19.192 3.317 -8.543 0.021 0.254 -0.342 0.33
H -20.126 -2.455 -6.514 0.518 0.057 0.435 0.59
H -18.911 -4.571 -5.914 0.117 0.223 -0.503 0.41
H -16.986 -5.223 -7.412 -0.074 -0.104 0.432 0.58
H -16.083 -3.746 -8.937 0.327 -0.012 -0.492 0.43
O -17.968 -1.037 -11.267 -1.423 -0.175 -1.614 0.08
S -19.525 -1.256 -11.355 0.250 0.829 0.360 0.83
C -20.270 0.336 -12.004 -0.298 0.412 0.081 -0.62
C -19.398 1.301 -12.820 -0.411 -0.262 0.099 -1.38
C -18.357 2.054 -11.986 -1.566 -0.058 1.173 0.66
C -16.953 2.074 -12.419 1.804 -0.215 -0.738 -1.13
S -15.719 1.878 -11.074 -0.923 -0.743 1.393 -0.05
O -16.258 0.676 -10.179 0.759 2.462 -1.520 0.51
C -16.107 3.277 -10.002 -0.123 0.617 -0.331 0.93
C -16.458 3.051 -8.673 0.645 0.541 -0.398 -0.14
C -16.860 4.121 -7.884 -0.638 0.380 0.113 -0.58
C -17.033 5.385 -8.447 0.155 0.291 -0.417 -0.48
C -16.523 5.622 -9.737 0.242 -0.216 -0.008 -0.60
C -16.039 4.589 -10.545 -0.265 -0.839 1.437 -0.93
C -19.979 -2.316 -12.719 0.700 0.137 0.406 0.43
C -21.296 -2.723 -12.722 -0.461 -0.697 -0.455 -0.43
C -21.748 -3.567 -13.740 -0.425 0.996 0.299 -0.77
C -20.872 -3.932 -14.744 -0.157 -0.267 0.511 -0.51
C -19.595 -3.428 -14.784 0.034 0.282 1.511 -0.96
C -19.108 -2.681 -13.709 1.250 0.571 -1.001 -0.07
H -20.638 0.831 -11.109 0.124 0.058 0.321 0.23
H -21.183 0.106 -12.588 0.624 -0.524 0.312 0.77
H -20.084 2.031 -13.269 0.039 -0.262 0.116 0.47
H -19.010 0.746 -13.650 0.646 -0.233 -0.568 0.48
H -18.401 1.628 -10.984 0.035 -0.041 0.243 -0.86
H -18.723 3.077 -11.860 0.212 -0.041 0.016 0.66
H -16.706 3.015 -12.919 0.357 -0.042 0.109 0.76
H -16.598 1.277 -13.099 -0.566 0.117 0.169 0.45
H -16.324 2.102 -8.203 -0.231 -0.624 -0.082 0.15
H -17.103 3.924 -6.839 -0.032 0.158 -0.312 0.39
H -17.540 6.234 -7.945 0.684 -0.795 -0.006 0.42
H -16.426 6.651 -10.065 -0.256 -0.110 -0.209 0.42
H -15.548 4.770 -11.486 -0.178 0.153 -0.275 0.50
H -21.955 -2.459 -11.927 -0.433 0.292 0.453 0.50
H -22.816 -3.801 -13.832 0.584 -0.296 0.395 0.38
H -21.163 -4.725 -15.387 -0.321 -0.113 -1.031 0.43
H -18.980 -3.629 -15.603 0.990 -0.490 -1.021 0.52
H -18.049 -2.330 -13.688 -0.990 -0.276 -0.061 0.24
C -11.097 -2.374 -5.802 -0.509 -1.118 -1.101 -1.45
C -12.419 -2.408 -4.985 0.824 -0.643 -0.760 0.71
C -13.162 -3.760 -5.194 0.430 0.533 -0.886 -1.14
C -13.270 -1.172 -5.339 -0.664 -0.949 0.471 -1.27
N -13.747 -1.014 -6.732 0.889 0.249 -1.623 0.74
C -14.879 -1.359 -7.311 0.174 0.422 -1.238 -0.79
N -14.897 -0.910 -8.594 0.228 -0.177 2.102 0.77
N -13.741 -0.224 -8.742 0.743 -1.011 0.653 -0.23
N -12.991 -0.330 -7.698 -1.640 0.107 0.457 -0.86
H -10.480 -3.319 -5.737 -0.906 0.947 0.042 0.36
H -10.436 -1.557 -5.595 0.222 0.596 0.488 0.39
H -11.400 -2.224 -6.875 0.469 -0.424 0.763 0.29
H -12.195 -2.354 -3.904 -0.141 0.433 -0.492 0.41
H -12.700 -4.410 -5.979 -0.486 0.745 0.444 0.31
H -14.219 -3.575 -5.413 0.033 -0.308 -0.071 0.19
H -13.097 -4.303 -4.280 -0.152 -0.578 0.631 0.37
H -12.681 -0.302 -5.198 0.346 0.922 0.494 0.44
H -14.168 -1.191 -4.687 0.445 0.374 -0.488 0.33
H -15.650 -1.903 -6.818 -0.394 -0.203 0.085 0.65
O -15.560 -8.164 -13.228 0.265 1.003 -0.016 -0.56
C -15.287 -7.267 -14.267 0.923 -1.377 -1.280 -0.40
N -14.756 -5.978 -13.837 -0.522 1.305 1.222 -0.29
C -15.241 -5.352 -12.690 0.412 -2.198 -0.396 0.45
O -15.812 -6.008 -11.793 0.533 1.968 -1.147 -0.83
C -14.861 -3.909 -12.494 1.615 -0.044 -1.554 -0.01
C -13.621 -3.353 -13.077 -3.268 -0.910 0.982 -0.56
C -13.366 -2.079 -12.669 2.048 1.345 -0.308 -1.20
C -14.115 -1.407 -11.709 -0.532 0.425 0.176 0.26
N -15.267 -1.908 -11.276 -1.260 -0.394 -0.428 0.85
C -15.697 -3.114 -11.760 1.407 0.351 0.775 -0.12
H -15.742 -7.617 -12.413 -0.002 -0.666 -0.984 0.46
H -16.130 -7.031 -14.923 -0.617 -0.264 0.341 0.29
H -14.525 -7.716 -15.015 -0.895 0.479 1.466 0.29
H -14.470 -5.423 -14.640 -0.063 0.075 0.549 0.29
H -13.097 -3.904 -13.864 0.171 0.307 0.685 0.50
H -12.492 -1.515 -13.037 -0.427 -0.524 0.073 0.44
H -13.840 -0.404 -11.322 -0.004 -0.934 -0.277 0.37
H -16.653 -3.469 -11.427 -0.272 -0.167 0.162 0.92
```
Positions in Å, forces in eV/Å.

As for the spin multiplicity: 1. The energy above the lowest of the compared OMol25 structures with the same formula, charge and spin comes out at 34.1 kcal/mol. The electronic energy comes out at -3709.5538 hartree. As for the total charge: +2. The lowest unoccupied orbital energy is -0.2028 Ha.